[1]
Formula: C6H35NO10
Source: the Open Molecules 2025 dataset
Level of theory: ωB97M-V/def2-TZVPD

XYZ file:
```
52
Properties=species:S:1:pos:R:3:lowdin_charge:R:1
C 0.56 -1.12 -0.80 -0.083
C 0.03 -1.68 0.48 -0.284
N -1.15 -0.93 0.98 -0.039
C -3.32 -2.38 2.14 -0.089
C -2.49 -1.35 2.95 -0.229
C -1.05 -0.99 2.45 -0.403
C -0.62 0.28 3.14 -0.081
H -0.05 -1.21 -1.70 0.085
H 1.42 -1.79 -0.90 0.083
H 0.89 -0.03 -0.58 0.091
H 0.77 -1.78 1.32 0.103
H -0.39 -2.73 0.35 0.129
H -1.18 0.00 0.62 0.093
H -2.91 -2.24 1.12 0.017
H -3.37 -3.41 2.57 0.081
H -4.36 -2.07 2.07 0.070
H -2.58 -1.43 4.04 0.099
H -3.17 -0.47 2.96 0.101
H -0.59 -1.90 2.90 0.151
H -1.38 1.09 3.02 0.088
H -0.69 0.28 4.23 0.087
H 0.27 0.76 2.77 0.048
H -0.06 2.49 0.03 0.025
H -0.49 3.18 -1.17 0.050
O -0.76 2.42 -0.64 -0.060
H 2.16 0.73 -1.27 -0.017
H 1.84 0.60 -2.75 0.016
O 2.53 1.01 -2.13 -0.115
H 2.83 -1.77 0.97 -0.006
H 4.27 -0.93 1.04 0.011
O 3.70 -1.57 0.63 -0.055
H -2.14 1.40 -2.82 0.010
H -2.70 1.48 -4.18 0.042
O -1.93 1.76 -3.69 -0.069
H 5.31 1.08 -0.18 0.055
H 3.91 1.71 -0.47 -0.013
O 4.48 1.36 0.21 -0.042
H 2.12 -0.03 4.03 0.047
H 2.98 0.36 3.03 0.046
O 2.45 -0.43 3.20 -0.065
H -2.85 -3.33 -1.41 0.064
H -2.55 -2.25 -0.33 -0.008
O -3.19 -2.54 -0.99 -0.053
H -4.49 0.23 -1.87 0.052
H -3.46 -0.95 -2.04 0.008
O -3.71 -0.05 -2.36 -0.065
H 2.56 3.71 1.02 0.041
H 3.22 3.41 -0.34 0.031
O 2.55 4.00 0.09 -0.071
H -0.07 0.55 -3.25 0.029
H 0.23 1.47 -4.38 0.055
O 0.63 0.73 -3.90 -0.062
```

## Properties
orbital gap: 9.35 eV
multiplicity: 1
E_HOMO: -9.3227 eV

***

[2]
Formula: C6H35NO10
Source: the Open Molecules 2025 dataset
Level of theory: ωB97M-V/def2-TZVPD

XYZ file:
```
52
Properties=species:S:1:pos:R:3:lowdin_charge:R:1
C 0.17 0.79 -0.70 -0.124
C -0.62 0.68 -2.08 -0.402
C -1.81 1.59 -2.11 -0.084
C -1.06 -0.71 -2.43 -0.039
C 1.17 -0.31 -0.50 -0.183
N 1.98 -0.18 0.76 0.078
C 3.23 0.61 0.47 0.001
H -0.60 0.76 0.16 0.141
H 0.88 1.76 -0.69 0.149
H 0.11 1.12 -2.90 0.127
H -2.33 1.67 -3.05 0.096
H -1.61 2.52 -1.59 0.085
H -2.55 1.27 -1.39 0.071
H -0.77 -1.48 -1.71 0.058
H -0.72 -1.04 -3.30 0.040
H -2.17 -0.85 -2.38 0.116
H 0.55 -1.19 -0.36 0.092
H 1.81 -0.38 -1.47 0.136
H 1.54 0.28 1.62 0.126
H 3.13 1.37 -0.31 0.097
H 3.86 -0.26 0.32 0.102
H 3.48 1.19 1.54 0.177
H -0.45 -0.49 2.96 0.079
H 0.03 0.63 3.91 0.103
O 0.32 0.15 3.10 -0.089
H -2.37 -2.35 3.33 -0.014
H -2.05 -2.27 1.81 0.051
O -2.08 -1.80 2.71 -0.033
H 1.19 -4.47 -0.84 0.056
H 1.40 -3.13 0.04 0.007
O 0.82 -3.62 -0.62 -0.089
H -2.60 2.46 1.17 -0.086
H -2.79 2.57 2.59 0.057
O -2.35 2.95 1.82 0.013
H 1.92 3.60 -2.56 0.028
H 0.54 3.23 -3.03 0.035
O 1.44 3.42 -3.36 -0.032
H 1.88 -0.44 -2.91 0.020
H 2.04 0.88 -3.30 -0.056
O 1.80 0.12 -3.69 0.021
H 3.23 -3.06 1.58 0.085
H 2.26 -2.01 1.72 0.028
O 2.34 -2.87 1.33 0.007
H 0.24 1.63 2.18 -0.037
H -0.37 3.13 2.11 0.097
O 0.43 2.53 1.80 -0.154
H -0.85 -3.02 0.07 0.042
H -1.28 -4.34 0.82 0.098
O -1.64 -3.43 0.57 -0.109
H -3.15 -0.34 2.03 0.027
H -4.23 0.64 2.24 0.044
O -3.34 0.48 2.52 -0.059
```

## Properties
orbital gap (spin up / spin down): 10.62 / 5.78 eV
total charge: +1
multiplicity: 2
E_HOMO (spin up / spin down): -13.5351 / -13.5180 eV
expectation value of S²: 0.754

***

[3]
Formula: C6H35NO11
Source: the Open Molecules 2025 dataset
Level of theory: ωB97M-V/def2-TZVPD

XYZ file:
```
53
Properties=species:S:1:pos:R:3:lowdin_charge:R:1
C 1.52 0.75 -1.19 -0.242
N 0.39 0.70 -0.23 -0.042
C -0.56 1.78 -0.41 -0.332
C -1.78 1.57 0.65 -0.377
C -2.36 2.84 1.02 -0.074
O -2.79 0.74 0.05 -0.075
C -1.11 2.12 -1.78 -0.035
C 2.54 -0.30 -0.74 -0.068
H 1.18 0.56 -2.26 0.082
H 1.97 1.71 -1.40 0.095
H -0.04 -0.18 -0.44 0.115
H -0.07 2.73 -0.09 0.133
H -1.34 1.00 1.55 0.131
H -2.91 3.49 0.19 0.133
H -1.65 3.55 1.45 0.093
H -3.28 2.76 1.61 0.080
H -3.14 1.27 -0.67 0.076
H -0.53 1.58 -2.57 0.072
H -0.80 3.16 -2.04 0.095
H -2.19 2.23 -1.89 0.066
H 2.67 -1.22 -1.36 0.057
H 3.56 0.10 -0.81 0.084
H 2.41 -0.75 0.24 0.037
H 1.32 -1.99 1.08 0.006
H 2.24 -3.21 1.32 0.058
O 1.70 -2.78 0.66 -0.086
H -0.02 -2.50 -2.71 0.022
H -0.69 -3.29 -1.68 0.003
O -0.90 -2.88 -2.53 -0.061
H 0.42 1.11 -4.68 0.046
H 0.39 -0.32 -4.33 0.044
O 1.02 0.41 -4.38 -0.059
H -2.06 -3.91 0.74 0.045
H -0.92 -3.00 0.95 -0.007
O -1.09 -3.90 0.67 -0.056
H 2.58 2.45 0.34 0.011
H 2.38 3.85 0.72 0.036
O 2.65 3.33 -0.03 -0.047
H 0.67 0.86 1.66 0.000
H 0.40 1.42 3.21 0.037
O 0.96 1.37 2.44 -0.079
H -1.97 -0.95 2.76 -0.003
H -1.64 -0.31 4.30 0.048
O -1.38 -0.59 3.43 -0.045
H 0.76 -1.28 3.35 0.022
H 1.87 -0.37 2.86 0.030
O 1.58 -1.29 2.85 -0.063
H -2.39 -1.10 0.69 0.062
H -3.75 -1.09 1.04 0.055
O -2.99 -1.60 1.33 -0.074
H 2.87 -3.18 -1.11 0.021
H 1.70 -3.88 -1.87 0.024
O 2.62 -3.58 -1.98 -0.092
```

## Properties
orbital gap: 9.70 eV
multiplicity: 1
E_HOMO: -9.6173 eV

***

[4]
Formula: C6H35NO12
Source: the Open Molecules 2025 dataset
Level of theory: ωB97M-V/def2-TZVPD

XYZ file:
```
54
Properties=species:S:1:pos:R:3:lowdin_charge:R:1
O -2.58 -0.15 4.04 0.056
C -2.32 -0.71 3.01 -0.216
C -1.91 0.02 1.75 -0.347
C -3.09 0.06 0.74 -0.129
C -2.95 -0.82 -0.51 -0.394
C -1.59 -0.76 -1.19 -0.061
C -4.06 -0.34 -1.48 -0.071
N -1.34 1.34 2.08 0.054
H -2.36 -1.81 2.95 0.133
H -1.11 -0.53 1.26 0.083
H -3.98 -0.07 1.35 0.122
H -3.16 1.12 0.45 0.117
H -3.21 -1.86 -0.27 0.137
H -0.81 -1.10 -0.49 0.061
H -1.57 -1.38 -2.08 0.075
H -1.36 0.30 -1.30 0.089
H -4.87 0.20 -1.00 0.071
H -4.35 -1.17 -2.12 0.077
H -3.59 0.34 -2.21 0.073
H -0.91 1.43 2.99 0.084
H -2.16 1.95 2.13 0.083
H 0.93 3.59 0.35 0.047
H -0.12 2.77 1.09 0.015
O 0.65 3.34 1.24 -0.071
H 3.05 -2.30 0.34 0.004
H 3.54 -0.81 0.53 -0.001
O 3.62 -1.72 0.89 -0.083
H 2.70 -1.05 2.45 -0.006
H 2.16 0.18 3.18 0.010
O 2.08 -0.79 3.14 -0.073
H 3.12 -0.28 -2.37 0.051
H 2.97 -0.01 -3.90 0.070
O 2.53 -0.42 -3.14 -0.046
H -2.32 3.06 -1.95 0.030
H -0.89 3.08 -2.49 -0.014
O -1.82 3.20 -2.78 -0.085
H 1.52 -3.23 -1.17 0.021
H 2.16 -4.42 -0.37 0.074
O 1.89 -3.51 -0.31 -0.059
H 0.82 -2.66 0.89 -0.022
H 0.78 -1.84 2.27 0.007
O 0.27 -2.36 1.62 -0.077
H 1.19 1.69 -2.45 0.028
H 1.27 3.10 -3.15 0.062
O 1.01 2.63 -2.35 -0.045
H 4.08 1.07 -0.10 0.067
H 2.58 1.20 0.25 0.028
O 3.20 0.78 -0.36 -0.056
H 3.26 2.36 2.32 0.081
H 1.71 2.08 2.07 0.031
O 2.60 1.68 2.12 -0.072
H 1.70 -1.95 -2.78 0.025
H 0.15 -1.98 -2.53 0.016
O 0.92 -2.55 -2.64 -0.055
```

## Properties
orbital gap: 9.17 eV
multiplicity: 1
E_HOMO: -9.4324 eV

***

[5]
Formula: C6H35NO12
Source: the Open Molecules 2025 dataset
Level of theory: ωB97M-V/def2-TZVPD

XYZ file:
```
54
Properties=species:S:1:pos:R:3:lowdin_charge:R:1
C 2.18 1.91 -0.06 -0.244
N 1.14 1.41 0.87 -0.088
C 1.56 1.48 2.32 -0.201
C 0.91 0.30 2.96 -0.158
C -0.60 0.27 2.86 -0.223
O -1.21 -0.63 3.40 0.017
C 2.60 3.33 0.05 -0.232
C 1.78 4.47 -0.67 -0.101
H 1.84 1.62 -1.05 0.110
H 3.00 1.23 0.20 0.115
H 0.36 2.07 0.86 0.070
H 2.63 1.30 2.18 0.113
H 1.63 2.45 2.80 0.110
H 1.21 -0.68 2.55 0.075
H 1.16 0.14 4.04 0.143
H -1.13 1.01 2.23 0.110
H 2.83 3.75 1.07 0.116
H 3.54 3.50 -0.51 0.104
H 2.17 4.69 -1.65 0.054
H 0.84 4.16 -1.16 0.068
H 1.59 5.26 0.03 0.054
H 0.77 -1.34 -2.89 0.022
H -0.51 -0.74 -3.48 0.009
O -0.07 -1.58 -3.31 -0.051
H -1.14 -2.92 2.26 0.044
H -0.39 -2.90 3.49 0.056
O -0.24 -3.22 2.59 -0.078
H -2.40 2.57 0.10 0.057
H -1.71 1.81 -0.94 0.028
O -1.54 2.16 -0.05 -0.054
H -2.52 -1.65 -1.01 0.023
H -3.02 -0.26 -0.31 0.044
O -2.84 -0.74 -1.12 -0.055
H 1.40 -2.72 2.38 0.008
H 2.99 -2.76 1.98 0.055
O 2.26 -2.24 2.32 -0.082
H 3.46 0.01 -3.02 0.039
H 3.30 -1.50 -2.75 0.041
O 3.32 -0.64 -2.32 -0.056
H -0.06 -2.12 -0.81 -0.005
H -0.83 -2.88 -1.92 0.048
O -0.72 -2.83 -0.95 -0.105
H -3.14 -0.05 -4.28 0.076
H -2.61 -0.13 -2.86 0.005
O -2.33 0.08 -3.77 -0.070
H 0.82 -0.47 0.33 0.053
H 1.65 -1.66 0.31 0.043
O 1.18 -1.11 -0.35 -0.072
H -3.88 1.96 -2.29 0.026
H -2.74 1.92 -3.29 0.003
O -3.42 2.51 -2.93 -0.070
H -1.83 -3.19 0.47 0.006
H -3.22 -3.36 1.14 0.066
O -2.55 -2.72 0.90 -0.063
```

## Properties
orbital gap: 9.64 eV
multiplicity: 1
E_HOMO: -9.3596 eV

***

Result set for energy above the lowest of the compared OMol25 structures with the same formula, charge and spin: 4.345; 3.303; 3.590; 2.500; 4.196 eV, one per record in the order listed.